1.
Below is C3H5NO2 in the gas phase at a distorted geometry, with properties calculated with ωB97M-V/def2-TZVPD.

The geometry in XYZ format:
```
11
Properties=species:S:1:pos:R:3
O -2.067 0.704 1.378
H 2.294 -0.426 -0.799
C -1.431 0.522 0.370
N 1.261 0.878 0.126
H -1.459 -1.573 -0.092
H 2.180 1.305 0.101
C -0.716 -0.795 0.105
O 0.175 -0.760 -1.025
H -0.157 -1.087 1.002
C 1.281 -0.046 -0.732
H -1.362 1.278 -0.435
```

SMILES   [H]/N=C/OCC=O
ΔE to the lowest compared entry with this formula, charge and spin   226.6 kJ/mol

Mulliken atomic charge list, values in e, 2 entries:
1. O -0.482
2. H 0.381



2.
Below is a molecular structure, C3H5NO2 at a distorted geometry, with properties calculated with ωB97M-V/def2-TZVPD.

The geometry in XYZ format:
```
11
Properties=species:S:1:pos:R:3
C 1.447 -0.639 -0.642
O 2.105 -0.799 -1.589
C -0.736 1.268 -0.348
H -1.476 2.040 -0.058
H -0.432 -2.152 0.241
O -0.545 1.026 -1.511
H -1.003 -2.528 -0.187
N 0.906 -0.385 0.429
C -0.027 0.612 0.796
H 0.508 1.382 1.368
H -0.746 0.174 1.500
```

ΔE to the lowest compared entry with this formula, charge and spin   212.1 kJ/mol

Mulliken atomic charge list, values in e, 2 entries:
1. C 0.794
2. O -0.418



LUMO energy? In order: 0.8 0.8 eV.
HOMO-LUMO gap? In order: 10.67 11.22 eV.